The following is a quantum chemistry calculation of a structure of composition C9H18FHfO9 in a non-equilibrium geometry, from the OMol25 dataset.

```
38
Properties=species:S:1:pos:R:3:forces:R:3:nbo_charge:R:1
Hf 2.85430 22.27220 26.45961 -0.7 -1.7 -0.5 1.784
F 1.56960 19.09396 25.46773 0.6 1.9 0.5 -0.510
C -1.87044 20.89979 22.69550 0.9 -0.2 -0.2 -0.267
O -2.66657 21.84424 23.40007 0.0 0.0 -0.4 -0.358
C -2.19653 22.76340 24.21781 1.3 0.5 1.6 0.992
O -0.99041 22.98703 24.51060 -3.4 -0.6 -0.7 -0.563
O -3.31837 23.33090 24.78052 1.4 -0.8 -0.4 -0.370
C -3.17218 24.31442 25.80683 0.4 0.9 -0.8 -0.269
H -1.72905 20.00596 23.30311 -0.1 -0.2 0.5 0.247
H -0.86507 21.23849 22.44528 -0.2 0.5 0.1 0.215
H -2.38190 20.52974 21.80694 -0.5 0.5 0.1 0.264
H -2.29685 24.90872 25.54470 0.2 -0.1 0.6 0.210
H -3.16657 23.88923 26.81046 0.3 -0.4 0.0 0.224
H -4.03511 24.98007 25.78755 -0.3 -0.3 -0.3 0.258
C 4.44339 18.57703 21.31033 -0.1 -0.3 1.8 -0.265
O 4.77325 19.73387 20.56730 -0.1 2.0 -0.5 -0.440
C 4.47571 21.00431 20.90075 0.1 -0.1 1.1 0.994
O 3.81041 21.37763 21.90426 1.5 -1.1 -2.1 -0.456
O 5.04140 21.92590 20.11406 -1.2 -0.2 0.8 -0.362
C 5.71838 21.64052 18.90594 0.7 -0.4 -0.5 -0.268
H 5.21186 17.81767 21.16567 -0.4 -0.1 -1.2 0.258
H 3.39323 18.30745 21.19809 0.4 -0.3 -0.4 0.223
H 4.65120 18.71886 22.37089 -0.4 0.7 0.3 0.208
H 6.37547 20.77707 19.00985 0.2 -0.3 0.2 0.246
H 6.30206 22.50274 18.58341 -0.3 0.1 0.5 0.249
H 5.01227 21.36035 18.12427 -0.4 0.0 0.0 0.252
C -2.55942 19.44994 28.24197 -0.4 -3.5 -1.6 -0.286
O -2.62080 20.14145 29.40743 0.7 2.6 1.8 -0.365
C -1.74825 21.11052 29.59217 2.5 2.3 0.2 0.993
O -0.72860 21.37519 28.87433 -3.6 -0.7 2.4 -0.593
O -2.13636 21.85006 30.74307 0.4 -2.1 -2.7 -0.364
C -1.43261 23.01740 31.09326 0.4 0.3 0.6 -0.264
H -3.14838 18.56226 28.47272 -0.4 0.0 -0.3 0.248
H -1.59807 19.01562 27.96763 0.5 0.8 0.1 0.223
H -3.03795 19.89588 27.37006 0.0 0.6 0.1 0.224
H -1.41834 23.73800 30.27557 -0.1 0.1 -0.2 0.216
H -0.40280 22.80761 31.38240 0.3 -0.3 -0.2 0.221
H -1.92537 23.44252 31.96766 -0.2 -0.1 -0.3 0.251
```
Forces are in eV/Å.

Values from the calculation:
Charge   +3
Orbital gap   1.68 eV
Multiplicity   1
HOMO energy   -18.3 eV

The following is a quantum chemistry calculation of the molecule C9H18IN in a non-equilibrium geometry, from the OMol25 dataset.

```
29
Properties=species:S:1:pos:R:3:forces:R:3:nbo_charge:R:1
C 0.07157 -0.29973 -0.80109 -0.4 -3.4 -6.6 0.548
C -1.39424 1.54933 0.17251 -1.4 -0.8 -0.9 -0.585
C -2.27172 -0.08557 -1.54107 -1.6 1.7 1.1 -0.572
C -1.68469 -0.83177 0.74037 -1.4 -0.8 2.6 -0.604
C 1.51394 0.58389 1.26332 -2.2 -0.8 -2.9 -0.576
C 1.82886 -1.67373 0.19502 -0.5 0.4 2.1 -0.587
C 2.29912 0.50303 -1.08919 -0.1 4.6 2.6 -0.591
C -1.27923 0.05667 -0.36943 -0.8 1.5 -1.2 -0.244
C 1.36787 -0.24184 -0.11673 1.1 0.6 -0.2 -0.237
N -0.12174 -1.07857 -2.35654 -0.4 3.7 6.6 -0.758
I 1.22269 -2.09838 -3.33716 1.3 -0.6 -0.4 0.328
H -2.48268 1.85662 0.40234 1.7 -0.8 -0.3 0.224
H -1.01337 2.23606 -0.58664 0.1 0.1 0.2 0.217
H -0.80357 1.54108 1.05713 0.0 0.7 0.7 0.200
H -3.34129 0.20124 -1.23643 1.5 0.0 0.1 0.191
H -1.92841 0.64616 -2.26581 -0.3 -0.4 -0.6 0.221
H -2.40680 -1.06976 -1.90625 0.4 -0.8 -0.6 0.234
H -1.23128 -0.48283 1.73383 -0.7 -0.6 -1.2 0.205
H -1.49228 -1.95203 0.66607 -0.4 1.5 -0.3 0.230
H -2.79290 -0.56038 0.70418 1.1 -1.1 1.1 0.230
H 1.19497 0.00125 2.07193 -0.2 -1.0 1.3 0.208
H 2.52694 0.80415 1.25034 1.7 0.6 0.7 0.213
H 0.88756 1.45444 1.23034 0.4 0.6 0.0 0.208
H 2.66693 -1.56141 0.96255 -1.2 -0.6 -0.8 0.212
H 0.87148 -2.11746 0.62753 1.7 -0.2 -0.2 0.214
H 2.19562 -2.24759 -0.63223 -0.1 -0.2 -0.5 0.229
H 1.84543 1.52062 -1.46815 0.4 -1.6 1.2 0.211
H 3.18383 0.83435 -0.47673 -0.6 -0.3 -0.7 0.200
H 2.69459 0.21561 -1.97471 0.7 -2.4 -2.6 0.229
```
Forces are in eV/Å.

Values from the calculation:
Orbital gap (spin up / spin down)   8.45 / 7.57 eV
Multiplicity   1
SMILES   CC(C)(C)C(=NI)C(C)(C)C
HOMO energy (spin up / spin down)   -8.3 / -7.8 eV

The following is a quantum chemistry calculation of a structure of composition C9H18LiO5 in a non-equilibrium geometry, from the OMol25 dataset.

```
33
Properties=species:S:1:pos:R:3:forces:R:3:nbo_charge:R:1
Li -1.35842 0.58300 -0.59291 0.3 0.2 0.0 0.919
C -4.04742 1.39400 -0.93391 -3.9 2.7 2.6 -0.241
O -2.89342 2.13900 -0.92591 1.5 5.1 1.2 -0.785
H -4.03242 0.69500 -0.09591 -0.4 0.0 0.1 0.164
H -4.12642 0.86600 -1.80791 -0.3 -1.2 -2.3 0.181
H -5.00842 2.16500 -0.83691 2.2 -2.5 -0.2 0.183
H -3.09642 3.17800 -0.60591 1.0 -4.6 -1.3 0.517
C -2.76042 -1.05200 1.81309 -0.7 4.2 1.4 -0.256
O -2.05542 -0.90200 0.60609 -0.2 -0.8 -1.5 -0.780
H -1.97242 -1.00800 2.48609 1.1 0.5 2.3 0.173
H -3.14642 -1.97200 1.98009 -1.8 -2.9 -0.2 0.188
H -3.52942 -0.21900 2.11709 1.5 -1.5 -1.2 0.196
H -1.64342 -1.78800 0.57609 0.2 0.8 -0.9 0.504
C 0.99958 2.87700 -1.56391 0.9 0.3 0.8 -0.253
O 0.23458 1.95400 -0.78291 -2.3 -2.1 -6.1 -0.747
H 0.46358 3.04200 -2.43291 -0.8 0.6 -1.9 0.191
H 2.01858 2.52700 -1.77691 -0.3 -0.2 0.0 0.187
H 1.07758 3.79300 -0.96091 0.0 0.0 -0.5 0.181
H 0.55858 2.23300 -0.04291 2.3 1.4 7.9 0.465
C 3.73858 -1.89500 -0.40291 -4.8 1.1 4.0 -0.259
C 2.51558 -1.80500 -1.07791 -1.5 0.4 -2.6 -0.214
C 1.25458 -1.26100 -0.50891 3.5 0.3 0.9 0.224
C 1.32158 -0.92000 0.86909 -0.2 0.0 0.5 -0.257
C 2.45158 -1.21600 1.69809 1.4 -1.3 -8.4 -0.306
C 3.65658 -1.74300 1.03709 -2.6 0.5 0.4 0.347
O 4.63358 -2.22900 1.85809 -1.4 0.8 0.9 -0.636
O 0.17458 -0.82500 -1.28791 0.7 0.1 -2.8 -0.756
H 4.67158 -2.04400 -0.73491 2.9 -1.2 -1.9 0.236
H 2.47358 -2.14500 -2.23691 0.2 1.1 2.8 0.228
H 0.48458 -0.43000 1.44709 0.6 -0.6 -1.1 0.207
H 2.33858 -1.24200 2.67209 -0.3 0.3 4.8 0.200
H 4.15058 -2.14500 2.73309 1.7 -0.4 -1.0 0.484
H 0.45258 -0.60500 -2.28391 -0.5 -1.0 3.4 0.515
```
Forces are in eV/Å.

Values from the calculation:
Charge   +1
Orbital gap   8.14 eV
Multiplicity   1
HOMO energy   -10.9 eV

The following is a quantum chemistry calculation of the ion C9H18N with charge +1 in a non-equilibrium geometry, from the OMol25 dataset.

```
28
Properties=species:S:1:pos:R:3:forces:R:3:nbo_charge:R:1
C 2.08476 1.02493 -0.47463 -2.4 -1.1 0.1 0.216
C 2.57322 2.07387 0.07123 0.4 1.1 0.6 -0.535
C 0.94358 -0.00910 -0.38950 -0.3 -0.7 -0.1 -0.235
C -0.49162 0.29889 0.31552 3.3 1.7 -0.7 0.343
C 0.68044 -0.45205 -1.84068 0.2 0.1 0.2 -0.642
C -0.44560 1.00561 1.62299 -0.4 -0.3 0.1 -0.740
C 0.68064 -2.41001 0.52786 0.3 0.2 0.0 -0.613
C -2.84361 0.38158 -0.35884 -0.8 -0.3 0.2 -0.420
C 1.57324 -1.17826 0.41448 -0.4 -0.2 0.0 -0.384
N -1.48371 0.91553 -0.59579 0.1 -0.1 -0.3 -0.580
H 2.11691 2.56713 0.93093 -0.1 0.0 0.0 0.221
H 3.48740 2.53415 -0.26892 0.2 0.0 -0.1 0.257
H 1.56598 -0.95133 -2.22522 0.0 0.0 -0.1 0.261
H 0.50657 0.40421 -2.49809 -0.1 0.0 -0.1 0.212
H -0.14192 -1.15829 -1.90036 -0.2 -0.2 -0.1 0.214
H -0.12794 2.05538 1.52371 0.0 -0.1 -0.1 0.232
H 0.24663 0.51254 2.29554 0.1 0.0 0.1 0.264
H -1.42806 1.00772 2.09273 -0.1 0.1 0.2 0.237
H 0.52048 -2.87648 -0.43896 -0.1 -0.1 -0.1 0.210
H -0.28043 -2.15256 0.96425 -0.2 -0.1 0.1 0.200
H 1.16399 -3.13922 1.17191 0.0 -0.1 0.0 0.238
H -3.19170 0.66700 0.63125 0.1 0.1 0.0 0.235
H -3.53793 0.76917 -1.10055 0.1 0.1 -0.1 0.242
H -2.81561 -0.70543 -0.41458 0.1 0.1 -0.1 0.242
H 2.51072 -1.46447 -0.06466 0.0 0.2 0.0 0.230
H 1.81750 -0.82224 1.41507 0.1 0.1 0.0 0.211
H -1.50706 1.94426 -0.50612 0.2 -0.3 -0.1 0.430
H -1.19780 0.68086 -1.55568 -0.1 0.2 0.2 0.453
```
Forces are in eV/Å.

Values from the calculation:
Charge   +1
Orbital gap (spin up / spin down)   9.75 / 7.34 eV
Multiplicity   1
HOMO energy (spin up / spin down)   -13.4 / -12.2 eV

The following is a quantum chemistry calculation of the molecule C9H18N2O2, from the OMol25 dataset.

```
31
Properties=species:S:1:pos:R:3:forces:R:3:nbo_charge:R:1
C 3.22666 -1.24890 0.76411 0.0 0.2 0.1 -0.619
C 2.48864 -0.45599 -0.30593 0.1 0.1 -0.2 -0.207
N 1.73604 0.64749 0.29220 -0.2 -0.2 0.5 -0.616
C 0.49506 1.03018 -0.37196 0.2 -0.1 -0.5 -0.163
C 0.66941 2.41705 -0.99705 -0.1 0.1 0.2 0.787
O 1.32084 2.70632 -1.95002 0.2 0.0 -0.3 -0.557
O -0.04137 3.33662 -0.30027 -0.1 0.0 0.1 -0.490
C -0.65331 2.72268 0.83972 -0.1 0.0 0.2 -0.064
C -0.70973 1.20886 0.55111 -0.1 0.2 0.4 -0.258
C -2.04780 0.74618 -0.04551 0.0 0.0 0.0 -0.389
C -2.33698 -0.74106 0.19194 0.1 0.1 0.1 -0.404
C -1.38115 -1.71298 -0.51294 0.1 0.1 0.0 -0.224
N -2.02030 -3.01837 -0.75110 0.3 -0.1 -0.1 -0.841
H 3.94768 -1.93920 0.31985 -0.1 0.1 0.1 0.221
H 2.52789 -1.82663 1.37962 0.1 0.0 -0.1 0.198
H 3.76715 -0.56131 1.42699 0.0 -0.2 -0.1 0.213
H 3.20942 -0.04873 -1.02604 -0.1 -0.1 0.1 0.195
H 1.81346 -1.11742 -0.87154 0.1 0.0 0.1 0.164
H 1.54327 0.44171 1.26617 0.0 0.0 -0.1 0.357
H 0.29774 0.36226 -1.22169 0.0 0.0 0.3 0.212
H -1.64122 3.16651 0.98536 0.1 0.0 -0.1 0.193
H -0.04355 2.94141 1.72610 -0.1 0.0 -0.2 0.182
H -0.57988 0.68274 1.50797 0.1 0.0 -0.2 0.209
H -2.08518 0.96355 -1.12210 0.0 0.1 0.1 0.205
H -2.84322 1.33304 0.43235 0.1 -0.1 -0.2 0.210
H -2.29418 -0.91136 1.27687 -0.1 -0.1 -0.1 0.192
H -3.35266 -0.98703 -0.13247 0.1 0.1 0.0 0.223
H -1.05916 -1.27459 -1.46725 -0.1 -0.1 0.1 0.178
H -0.47133 -1.83811 0.09264 -0.1 0.1 -0.2 0.176
H -1.94464 -3.27130 -1.72988 -0.1 0.0 0.1 0.360
H -1.53759 -3.75362 -0.24724 -0.1 0.1 0.0 0.358
```
Forces are in eV/Å.

Values from the calculation:
Orbital gap   9.67 eV
Multiplicity   1
SMILES   CCN[C@@H]1C(=O)OC[C@H]1CCCN
HOMO energy   -9.0 eV

The following is a quantum chemistry calculation of the molecule C9H18N2O3 in a non-equilibrium geometry, from the OMol25 dataset.

```
32
Properties=species:S:1:pos:R:3:forces:R:3:nbo_charge:R:1
C -0.40057 0.87769 -0.50993 -1.8 0.5 0.8 -0.159
C 0.06302 1.13657 0.90642 2.0 3.0 4.0 0.702
C 0.33985 -0.16670 -1.32344 0.6 2.0 -2.9 -0.422
C 1.83588 0.06376 -1.54230 0.2 -0.4 1.9 -0.199
C 2.64601 -0.03025 -0.21634 -2.0 1.9 0.0 -0.631
C 2.24162 -1.02186 -2.50500 -1.3 1.0 0.4 -0.602
C -1.65264 -0.22166 2.10624 -1.4 0.2 0.0 -0.150
C -1.30400 -1.66333 1.69715 -3.1 3.1 2.6 0.769
C -3.11355 0.07926 1.49283 -0.5 -0.2 2.0 -0.646
H -1.23316 2.09511 -1.87119 0.8 0.7 0.2 0.361
H 0.26504 2.76396 -1.26002 -1.4 -0.8 0.0 0.378
H -1.44194 0.58208 -0.34445 0.1 -0.5 -0.3 0.208
H -0.03898 -0.25387 -2.38965 -0.3 1.0 0.9 0.205
H 0.20127 -1.17847 -1.12292 -0.3 -1.5 1.6 0.229
H 2.01054 1.04533 -1.97439 0.0 0.1 -0.2 0.190
H 3.63045 -0.23811 -0.48520 1.8 -1.0 -0.1 0.200
H 2.13663 -0.76342 0.43675 0.8 0.3 0.0 0.201
H 2.68706 0.99057 0.25766 -0.2 -1.4 -0.2 0.248
H 1.89020 -1.99139 -2.15785 0.2 -0.1 -0.3 0.199
H 1.78490 -0.64403 -3.38693 -0.7 -0.8 -1.4 0.204
H 3.24947 -0.96640 -2.71769 2.4 -0.4 -0.1 0.207
H -0.51396 1.44837 2.91650 -0.1 -1.7 -2.0 0.431
H -1.84428 -0.14418 3.16307 -0.5 -1.4 0.5 0.234
H -3.45643 -0.44230 0.53934 0.7 0.8 1.3 0.228
H -3.75466 -0.24001 2.40812 0.5 0.2 -2.1 0.231
H -3.23404 1.17888 1.50739 0.1 -0.5 -0.6 0.225
H -0.33093 -2.85644 1.11912 0.9 -0.8 -1.1 0.508
N -0.64277 2.27966 -1.04472 1.1 -1.3 -0.5 -0.814
N -0.65397 0.77562 2.09097 1.3 1.3 -2.5 -0.647
O 1.00012 1.91691 1.18454 -1.5 -1.2 -1.5 -0.628
O -2.06272 -2.50907 2.08417 -0.2 -1.2 0.2 -0.613
O -0.30347 -1.90227 0.94172 2.0 -0.9 -0.5 -0.646
```
Forces are in eV/Å.

Values from the calculation:
Orbital gap   9.86 eV
Multiplicity   1
SMILES   CC(C)C[C@H](N)C(=O)N[C@@H](C)C(=O)O
HOMO energy   -9.3 eV

The following is a quantum chemistry calculation of a cluster of 2 separate species, C9H18N2Si in total in a non-equilibrium geometry, from the OMol25 dataset.

```
30
Properties=species:S:1:pos:R:3:forces:R:3:nbo_charge:R:1
C 3.74857 -1.21642 0.41857 -1.2 1.7 -0.8 -0.123
C 2.66115 -1.19062 -0.41827 -0.9 0.9 0.5 -0.148
C 2.85847 0.74790 0.60944 -0.2 -1.1 -0.1 0.126
C -1.21816 -1.52507 -1.09807 2.9 1.0 -0.2 -0.619
C -0.80400 -1.54056 1.30546 2.1 0.7 -1.5 -0.607
C -2.74509 -0.08705 0.30881 2.1 -0.2 0.1 -0.628
C -0.28324 1.67101 -1.93643 1.4 -1.6 2.2 -1.164
C -0.45247 2.34208 1.11030 1.1 0.4 -1.0 -1.194
C -1.25105 -0.66677 0.13178 -0.2 2.2 0.0 -0.482
N 3.85378 0.03768 1.05160 1.8 -1.4 0.5 -0.493
N 2.11509 0.06059 -0.25770 -4.2 1.4 -1.1 -0.586
Si -0.23921 0.95825 -0.18196 1.7 -1.1 0.7 1.883
H 4.42088 -2.02488 0.33507 1.1 -0.4 0.9 0.199
H 2.14603 -1.87653 -1.08370 0.5 -0.1 0.2 0.200
H 2.55156 1.73471 0.89438 0.4 0.4 0.3 0.173
H -1.22066 -0.98585 -2.05659 0.5 -0.3 0.2 0.208
H -0.37934 -2.23098 -0.91255 -0.4 0.5 -1.1 0.225
H -2.07235 -2.05424 -1.09439 -3.1 -2.3 -0.1 0.202
H -0.70486 -0.93678 2.16891 0.3 0.3 1.2 0.212
H 0.17592 -2.09791 1.06952 -1.4 1.1 0.5 0.231
H -1.55238 -2.24829 1.43476 -1.4 -1.5 0.5 0.203
H -3.02032 0.39651 -0.63094 -0.1 0.7 0.3 0.211
H -3.37499 -0.93463 0.32467 -0.9 -1.1 0.4 0.215
H -2.86743 0.48887 1.24739 -0.1 0.0 -0.8 0.220
H 0.57181 2.31163 -2.06098 -0.1 0.9 -0.1 0.267
H 0.04433 0.76190 -2.39053 0.0 -0.7 -1.0 0.249
H -1.23750 1.94032 -2.26956 -1.2 0.8 -0.6 0.247
H -0.27623 2.36230 2.16842 1.0 -0.7 0.5 0.269
H 0.03959 3.23347 0.66274 -0.2 -0.4 0.3 0.250
H -1.48794 2.56934 1.14985 -1.4 0.2 -0.7 0.253
```
Forces are in eV/Å.

Values from the calculation:
Orbital gap   8.33 eV
Multiplicity   1
HOMO energy   -7.9 eV

| no. | total energy (eV) |
| --- | --- |
| 1 | -32028.2518 |
| 2 | -19209.8885 |
| 3 | -20058.3824 |
| 4 | -11103.9219 |
| 5 | -16700.0725 |
| 6 | -18745.8511 |
| 7 | -20480.8733 |